16
Properties=species:S:1:pos:R:3:mulliken_charge:R:1 method="wB97M-V/def2-TZVPD" relative_energy_kj_mol=74.7 gap_ev=10.45 lumo_ev=0.84
C 1.58142 0.58182 -0.08323 -1.580
C 0.17577 0.00255 0.05539 1.706
C 0.17510 -1.18052 1.01877 -1.662
C -1.10991 0.88833 0.23482 -0.732
N -1.57616 0.34265 -1.03693 -0.109
C -0.45140 -0.38840 -1.29636 0.024
O -0.10051 -1.06980 -2.22868 -0.636
H 2.23872 -0.23694 -0.40305 0.345
H 1.97678 0.96494 0.86439 0.384
H 1.66020 1.36652 -0.84274 0.379
H 0.42294 -0.85590 2.03612 0.381
H 0.91352 -1.92426 0.70333 0.371
H -0.80745 -1.66408 1.03818 0.406
H -1.72492 0.59067 1.09406 0.278
H -1.01073 1.97952 0.22945 0.278
H -2.41468 0.49342 -1.57874 0.167

=====

16
Properties=species:S:1:pos:R:3:mulliken_charge:R:1 method="wB97M-V/def2-TZVPD" relative_energy_kj_mol=233.0 gap_ev=10.32 lumo_ev=0.87
C 0.45579 0.99011 0.10864 0.318
C -0.15426 -0.89065 0.50683 -0.654
C -0.97573 0.39890 0.56597 0.220
C -2.12235 0.62277 -0.44892 -1.195
C 2.37053 -0.72801 -0.21616 -0.846
N 1.00946 -0.23142 -0.01933 0.201
O 0.84152 2.11639 -0.07410 -0.647
H -0.11050 -1.47474 1.46881 0.302
H -0.79746 -1.57490 -0.26337 0.212
H -1.24130 0.92361 1.53623 0.294
H -1.80506 0.43747 -1.55946 0.305
H -2.25266 1.74897 -0.35328 0.322
H -3.20725 0.08912 -0.28230 0.280
H 2.98504 0.24852 -0.40254 0.309
H 2.55416 -1.31339 0.64741 0.343
H 2.45007 -1.36274 -1.21443 0.235

=====

16
Properties=species:S:1:pos:R:3:mulliken_charge:R:1 method="wB97M-V/def2-TZVPD" relative_energy_kj_mol=210.1 gap_ev=11.50 lumo_ev=0.75
C -1.99544 -0.40465 -0.29892 -1.461
C -0.59747 -0.65458 0.28695 0.557
C 0.31218 0.56069 0.01376 -0.496
C 1.81716 0.37962 -0.03429 -0.549
O 2.07845 0.53404 -1.50999 -0.581
C -0.71654 -1.02696 1.71457 0.131
N -0.83487 -1.33624 2.82465 -0.466
H -1.89646 -0.21719 -1.37236 0.376
H -2.45555 0.47349 0.16662 0.337
H -2.65784 -1.26160 -0.14627 0.393
H -0.16188 -1.52915 -0.21189 0.219
H 0.44785 0.75414 -1.10896 0.298
H -0.03566 1.44490 0.56861 0.374
H 2.16130 -0.63109 0.19931 0.292
H 2.38680 1.12315 0.52934 0.264
H 2.32458 1.44149 -1.74813 0.312

=====

no.,HOMO level (eV)
1,-9.61
2,-9.44
3,-10.75